No. 1
Density functional theory data (wB97M-V/def2-TZVPD) for 10 unconnected molecules or ions with the total composition C38H105N9O10.

Geometry as XYZ:
```
162
C38H105N9O10 (wB97M-V/def2-TZVPD)
C 2.15 6.95 -1.64
O 2.81 5.67 -1.82
C 2.10 4.83 -2.69
C 0.71 4.40 -2.22
C 0.71 3.61 -0.84
N 0.20 3.45 -3.13
H 1.21 6.84 -1.09
H 1.97 7.36 -2.63
H 2.82 7.56 -1.04
H 2.11 5.25 -3.70
H 2.70 3.92 -2.77
H -0.01 5.21 -2.15
H 1.18 4.20 -0.05
H 1.40 2.78 -0.98
H -0.26 3.23 -0.54
H -0.66 3.05 -2.77
H -0.05 3.93 -3.99
C -2.22 5.19 5.47
O -1.53 4.03 5.59
C -1.35 3.26 4.42
C -0.85 1.81 4.69
C 0.23 1.69 5.81
N -0.29 1.15 3.52
H -2.34 5.67 6.44
H -3.21 5.11 5.02
H -1.64 5.90 4.87
H -2.28 3.30 3.86
H -0.68 3.82 3.76
H -1.70 1.24 5.07
H 0.76 0.74 5.74
H -0.32 1.73 6.76
H 0.85 2.58 5.86
H 0.16 0.31 3.86
H 0.57 1.64 3.31
C -6.24 0.72 -3.70
O -6.24 1.85 -2.89
C -5.06 2.57 -2.70
C -4.00 1.75 -1.91
C -4.46 1.39 -0.44
N -2.75 2.46 -1.88
H -7.27 0.38 -3.78
H -5.73 -0.11 -3.21
H -5.96 0.80 -4.75
H -4.73 2.83 -3.71
H -5.21 3.52 -2.20
H -3.81 0.86 -2.52
H -4.68 2.25 0.19
H -3.72 0.71 -0.02
H -5.40 0.84 -0.40
H -3.09 3.35 -1.54
H -2.12 2.13 -1.17
C 2.34 -0.82 -3.60
O 3.62 -0.47 -2.97
C 3.69 -0.75 -1.55
C 3.42 0.54 -0.77
C 4.06 1.78 -1.24
N 3.75 0.29 0.61
H 2.21 -1.90 -3.72
H 2.41 -0.53 -4.65
H 1.43 -0.34 -3.24
H 3.00 -1.54 -1.26
H 4.70 -1.14 -1.41
H 2.36 0.70 -0.95
H 3.56 1.89 -2.21
H 5.14 1.70 -1.37
H 3.79 2.61 -0.59
H 3.44 -0.56 1.05
H 4.75 0.28 0.75
C -0.75 0.15 -4.54
O -0.75 -1.17 -3.98
C -1.77 -2.06 -4.47
C -1.42 -3.49 -3.96
C -0.15 -3.99 -4.62
N -2.48 -4.40 -4.32
H -0.22 0.20 -5.49
H -0.31 0.76 -3.76
H -1.74 0.46 -4.86
H -2.72 -1.79 -3.99
H -1.99 -1.99 -5.53
H -1.34 -3.53 -2.88
H -0.34 -4.13 -5.68
H 0.17 -4.98 -4.28
H 0.66 -3.27 -4.54
H -2.22 -5.36 -4.13
H -3.19 -4.23 -3.62
C 0.82 -3.73 -0.36
O 2.11 -4.29 -0.66
C 2.19 -4.81 -1.98
C 3.64 -5.31 -2.30
C 4.66 -4.24 -2.54
N 3.53 -6.26 -3.44
H 0.32 -3.30 -1.23
H 0.82 -3.07 0.51
H 0.14 -4.57 -0.20
H 1.42 -5.57 -2.11
H 1.96 -4.04 -2.71
H 3.98 -5.92 -1.46
H 4.28 -3.66 -3.38
H 5.65 -4.63 -2.77
H 4.70 -3.63 -1.64
H 4.33 -6.86 -3.54
H 3.45 -5.70 -4.28
C 4.17 6.41 1.96
O 3.56 5.45 2.78
C 3.56 4.14 2.19
C 2.93 3.16 3.19
C 3.96 2.59 4.17
N 2.28 2.03 2.47
H 5.23 6.20 1.80
H 4.15 7.43 2.33
H 3.72 6.42 0.97
H 3.04 4.25 1.23
H 4.54 3.73 1.95
H 2.10 3.57 3.77
H 4.36 3.39 4.78
H 4.77 2.10 3.62
H 3.58 1.82 4.84
H 2.95 1.45 1.98
H 1.78 2.50 1.72
C -2.66 -5.56 1.82
O -3.67 -4.58 1.73
C -4.33 -4.60 0.42
C -3.52 -3.94 -0.70
C -3.30 -2.47 -0.55
N -4.25 -4.15 -1.97
H -3.01 -6.54 1.50
H -2.30 -5.54 2.85
H -1.82 -5.37 1.16
H -4.61 -5.64 0.23
H -5.32 -4.21 0.62
H -2.58 -4.44 -0.92
H -2.55 -2.14 -1.26
H -2.87 -2.33 0.44
H -4.18 -1.83 -0.62
H -4.46 -5.11 -2.20
H -5.18 -3.77 -1.89
C 2.07 -1.50 3.71
O 0.67 -1.50 4.06
C 0.20 -2.86 4.19
C -1.16 -2.72 4.90
C -2.24 -1.85 4.11
N -0.98 -2.19 6.19
H 2.52 -0.61 4.15
H 2.02 -1.49 2.62
H 2.62 -2.39 4.02
H 0.07 -3.38 3.24
H 0.92 -3.34 4.85
H -1.53 -3.74 5.06
H -2.09 -0.79 4.34
H -3.22 -2.11 4.50
H -2.30 -2.17 3.07
H -0.15 -1.67 5.95
H -1.67 -1.56 6.56
C -0.49 0.03 -0.89
C -0.70 0.18 0.59
O -1.13 1.53 0.85
H 0.29 0.71 -1.23
H -1.45 0.04 -1.40
H 0.03 -0.92 -1.03
H 0.24 -0.13 1.03
H -1.51 -0.51 0.84
H -0.99 1.51 1.80
```

The calculation puts the relative energy (zero: lowest compared OMol25 entry of this formula, charge and spin) at 81.7 kcal per mole. The SMILES is COC[C@H](C)N.COC[C@H](C)N.COC[C@H](C)N.COC[C@H](C)N.COC[C@H](C)N.COC[C@H](C)N.COC[C@H](C)N.COC[C@H](C)N.COC[C@H](C)N.CCO. The frontier orbital gap comes out at 9.41 eV. Its net charge is 0.

These are the Mulliken partial charges, in e, on atoms 1 to 99: C -0.809; O -0.319; C -0.939; C 0.371; C -0.437; N -0.346; H 0.285; H 0.372; H 0.271; H 0.439; H 0.040; H 0.328; H 0.314; H -0.282; H 0.320; H -0.034; H 0.287; C -0.793; O -0.372; C -1.077; C 0.930; C -1.395; N 1.088; H 0.261; H 0.313; H 0.315; H 0.480; H 0.425; H 0.180; H 0.257; H 0.467; H 0.294; H -0.683; H 0.019; C -0.543; O -0.410; C -0.921; C 0.842; C -0.978; N -0.242; H 0.258; H 0.138; H 0.304; H 0.416; H 0.464; H -0.403; H 0.299; H 0.037; H 0.413; H 0.257; H -0.150; C -0.145; O -0.510; C -0.878; C 1.479; C -1.332; N -0.368; H -0.243; H 0.480; H -0.026; H 0.051; H 0.452; H -0.700; H 0.162; H 0.587; H 0.162; H 0.075; H 0.326; C -0.750; O 0.038; C -1.176; C 2.570; C -1.640; N -0.909; H 0.267; H 0.005; H 0.484; H 0.172; H 0.481; H -1.213; H 0.414; H 0.518; H 0.078; H 0.326; H 0.445; C -0.247; O -0.457; C 0.712; C 0.047; C -1.060; N -0.695; H -0.227; H -0.023; H 0.615; H 0.480; H -0.910; H 0.373; H 0.206; H 0.449



No. 2
Density functional theory data (wB97M-V/def2-TZVPD) for 2 unconnected molecules or ions with the total composition C2H7FS.

Geometry as XYZ:
```
11
C2H7FS (wB97M-V/def2-TZVPD)
C -0.61 0.92 0.02
S -1.15 -0.78 0.32
C 0.36 -1.42 1.07
H -0.36 1.42 0.95
H 0.24 0.95 -0.65
H -1.45 1.45 -0.44
H 1.20 -1.36 0.38
H 0.61 -0.89 1.99
H 0.19 -2.47 1.32
F 0.20 0.77 -2.28
H 0.76 1.42 -2.69
```

The calculation puts the relative energy (zero: lowest compared OMol25 entry of this formula, charge and spin) at 13.0 kcal per mole. The SMILES is CSC.F. The frontier orbital gap comes out at 8.72 eV. Its net charge is 0.

Let us look at the natural (NBO) charges, expressed in e, one per atom: C -0.756; S 0.181; C -0.747; H 0.197; H 0.238; H 0.223; H 0.209; H 0.209; H 0.228; F -0.546; H 0.566



No. 3
Density functional theory data (wB97M-V/def2-TZVPD) for C5H9N3S in the gas phase.

Geometry as XYZ:
```
18
C5H9N3S (wB97M-V/def2-TZVPD)
C 2.33 -0.99 -1.30
S 1.47 0.51 -0.76
C 0.03 -0.12 0.06
N -0.12 -1.48 0.37
C 0.69 -2.47 0.44
N 1.23 -3.47 0.62
N -0.94 0.76 0.30
C -0.76 2.15 -0.03
C -2.10 0.41 1.08
H 3.18 -0.65 -1.89
H 1.66 -1.58 -1.92
H 2.68 -1.57 -0.45
H -0.09 2.65 0.68
H -0.33 2.26 -1.03
H -1.73 2.65 -0.01
H -2.04 0.86 2.07
H -3.00 0.77 0.58
H -2.14 -0.67 1.18
```

The calculation puts the relative energy (zero: lowest compared OMol25 entry of this formula, charge and spin) at 11.2 kcal per mole. The SMILES is CS/C(=N\C#N)N(C)C. The frontier orbital gap (alpha / beta) comes out at 9.02 / 9.02 eV. Its net charge is 0.

Let us look at the natural (NBO) charges, expressed in e, one per atom: C -0.735; S 0.245; C 0.378; N -0.660; C 0.404; N -0.461; N -0.391; C -0.422; C -0.415; H 0.239; H 0.239; H 0.257; H 0.209; H 0.229; H 0.219; H 0.202; H 0.205; H 0.258



No. 4
Density functional theory data (wB97M-V/def2-TZVPD) for a molecular structure, C19H20N8O8S2W.

Geometry as XYZ:
```
58
C19H20N8O8S2W (wB97M-V/def2-TZVPD)
W 0.37 -0.88 -0.08
N 0.16 -4.00 0.29
C 1.21 -4.03 1.30
C 1.33 -2.81 2.20
O 1.77 -2.99 3.33
N 1.03 -1.56 1.73
C 1.42 -0.52 2.68
C 0.89 0.81 2.22
O 0.94 1.83 2.86
O 0.31 0.74 1.03
H -0.75 -4.14 0.71
H 0.32 -4.75 -0.37
H 2.17 -4.10 0.79
H 1.14 -4.88 1.99
H 2.51 -0.45 2.76
H 1.05 -0.73 3.69
N 3.07 4.82 -2.94
C 1.95 4.12 -2.54
C 1.05 3.61 -3.48
C -0.08 2.94 -3.08
C -0.34 2.78 -1.72
C 0.54 3.29 -0.77
C 1.67 3.96 -1.18
S -1.71 1.82 -1.25
O -2.02 2.13 0.13
O -2.75 1.94 -2.22
N -1.14 0.28 -1.23
C -1.32 -0.64 -2.21
N -1.88 -0.50 -3.40
C -1.83 -1.56 -4.18
C -1.20 -2.76 -3.84
C -0.62 -2.82 -2.59
N -0.73 -1.78 -1.77
H 3.40 4.63 -3.87
H 3.82 4.87 -2.27
H 1.26 3.75 -4.54
H -0.77 2.54 -3.81
H 0.33 3.14 0.28
H 2.35 4.36 -0.44
H -2.30 -1.46 -5.16
H -1.15 -3.59 -4.52
H -0.06 -3.66 -2.23
S -1.84 -1.70 0.87
C -1.94 -0.79 2.36
N -2.07 0.55 2.31
C -2.10 1.33 3.39
C -2.07 0.78 4.65
C -1.97 -0.61 4.75
C -1.90 -1.39 3.61
H -2.05 1.02 1.38
H -2.15 2.39 3.20
H -2.09 1.41 5.52
H -1.92 -1.07 5.73
H -1.77 -2.46 3.67
O 2.77 -0.23 -0.02
N 2.41 -0.80 -1.11
O 1.41 -0.11 -1.74
O 1.87 -2.06 -0.87
```

The calculation puts the relative energy (zero: lowest compared OMol25 entry of this formula, charge and spin) at 46.1 kcal per mole. The frontier orbital gap (alpha / beta) comes out at 7.18 / 7.31 eV. Its net charge is 0. Its multiplicity is 3.

Let us look at the Mulliken charges, expressed in e, one per atom: W 0.871; N -0.291; C -0.931; C 0.572; O -0.720; N 0.788; C -0.897; C 0.277; O -0.669; O -0.157; H 0.189; H 0.260; H 0.211; H 0.446; H 0.483; H 0.512; N -0.572; C 1.110; C -0.759; C -0.493; C -0.397; C -0.071; C -0.918; S 1.070; O -0.927; O -0.672; N -0.328; C 0.889; N -0.572; C -0.298; C -0.842; C -0.057; N 0.055; H 0.220; H 0.224; H 0.292; H 0.487; H 0.468; H 0.303; H 0.437; H 0.391; H 0.374; S -0.459; C 0.816; N 0.258; C -0.090; C -0.713; C -0.293; C -0.804; H 0.132; H 0.455; H 0.421; H 0.404; H 0.424; O -0.444; N 0.595; O -0.510; O -0.548